[1]
Entry from the Open Molecules 2025 dataset: a molecular structure, C4H4NO in a non-equilibrium geometry (ωB97M-V/def2-TZVPD).

```
10
Properties=species:S:1:pos:R:3:lowdin_charge:R:1
C 0.367 1.118 0.175 0.23
C -0.311 -1.165 0.054 -0.06
C 1.500 0.404 -0.082 0.01
C -0.956 1.120 -0.163 -0.07
N 0.890 -0.731 -0.300 0.15
O -1.434 -0.046 -0.194 0.07
H -0.689 -2.092 -0.345 0.16
H -0.301 -1.136 1.165 0.17
H 2.556 0.536 -0.043 0.15
H -1.623 1.992 -0.267 0.19
```

- highest occupied orbital energy (spin up / spin down) (eV) = -15.127 / -15.126
- charge = +1

---

[2]
Entry from the Open Molecules 2025 dataset: a single C20H21Cl3N6O3 molecule in a non-equilibrium geometry (ωB97M-V/def2-TZVPD).

```
53
Properties=species:S:1:pos:R:3:lowdin_charge:R:1
C 1.198 -1.648 2.512 -0.04
C 0.198 -0.862 1.743 -0.29
N -1.089 -1.088 1.940 0.11
N -1.769 -0.246 1.172 -0.14
C -3.204 -0.333 1.114 -0.12
C -3.887 0.980 1.397 -0.25
C -3.646 1.673 2.584 -0.59
Cl -2.572 1.009 3.762 0.76
C -4.253 2.889 2.857 -0.10
C -5.131 3.435 1.939 -0.07
C -5.403 2.768 0.759 -0.11
C -4.784 1.556 0.497 -0.60
Cl -5.161 0.764 -0.995 0.74
C -0.951 0.550 0.450 -0.22
C -1.450 1.615 -0.458 0.00
C 0.345 0.174 0.791 -0.13
N 1.472 0.756 0.183 0.16
C 2.750 0.330 0.141 -0.47
O 3.215 -0.576 0.803 0.05
C 3.624 1.101 -0.852 -0.09
C 4.544 0.113 -1.570 -0.16
C 3.808 -0.647 -2.680 -0.11
N 2.557 -1.214 -2.245 -0.10
N 1.442 -0.617 -2.607 0.18
C 0.447 -1.326 -2.079 -0.24
N -0.895 -0.943 -2.287 -0.34
O -1.106 -0.003 -3.025 0.08
O -1.761 -1.569 -1.707 0.06
C 0.962 -2.417 -1.347 -0.55
Cl 0.103 -3.603 -0.483 0.78
C 2.340 -2.312 -1.483 -0.27
C 3.405 -3.155 -0.899 0.00
H 1.742 -2.327 1.860 0.05
H 1.922 -0.990 2.986 0.08
H 0.670 -2.223 3.268 0.08
H -3.482 -1.072 1.872 0.14
H -3.498 -0.711 0.130 0.08
H -4.038 3.394 3.785 0.10
H -5.608 4.381 2.145 0.11
H -6.091 3.181 0.038 0.10
H -2.316 1.269 -1.018 0.06
H -1.746 2.500 0.108 0.10
H -0.687 1.905 -1.179 0.08
H 1.223 1.515 -0.437 0.13
H 3.020 1.656 -1.570 0.11
H 4.230 1.807 -0.280 0.13
H 5.386 0.635 -2.025 0.12
H 4.930 -0.585 -0.827 0.11
H 3.548 0.039 -3.490 0.13
H 4.446 -1.443 -3.073 0.13
H 4.215 -3.318 -1.606 0.09
H 3.802 -2.660 -0.012 0.08
H 2.981 -4.110 -0.603 0.08
```

- highest occupied orbital energy (eV) = -8.033
- charge = 0

---

[3]
Entry from the Open Molecules 2025 dataset: 2 unconnected molecules or ions with the total composition CH5OS in a non-equilibrium geometry (ωB97M-V/def2-TZVPD).

```
8
Properties=species:S:1:pos:R:3:lowdin_charge:R:1
O 0.408 -1.373 2.037 -0.18
H 0.118 -0.878 1.221 -0.13
C -1.046 1.230 -0.940 -0.67
S 0.419 0.091 -0.747 0.08
H -0.779 2.181 -1.389 -0.03
H -1.383 1.419 0.086 -0.03
H -1.814 0.669 -1.444 -0.04
H -0.041 -0.892 2.739 -0.01
```

- highest occupied orbital energy (eV) = -2.375
- charge = -1